This record from OMol25 describes a structure of composition C15H36AlN6O25S at a distorted geometry. The level of theory is ωB97M-V/def2-TZVPD.

The geometry in XYZ format:
```
84
Properties=species:S:1:pos:R:3:lowdin_charge:R:1
Al -0.27934 -2.77547 -1.80716 1.277
S 0.12375 -0.50631 0.52495 0.193
O 0.23168 0.52210 1.54063 -0.230
O 1.08336 -1.58729 0.68911 -0.182
O -1.24565 -1.04381 0.41360 -0.164
O 0.45550 -0.09869 -0.85585 -0.116
C -2.90027 -6.70330 0.51437 -0.043
O -2.13019 -6.24017 1.60168 0.035
C -1.61648 -5.01664 1.52233 -0.596
O -1.46968 -4.46344 0.44666 0.020
O -1.20805 -4.65145 2.70524 0.062
C -0.61150 -3.36263 2.82572 -0.016
H -3.91606 -6.31255 0.52373 0.106
H -2.97617 -7.78939 0.57176 0.103
H -2.45748 -6.57702 -0.47467 0.091
H 0.34951 -3.39010 2.29719 0.094
H -0.37715 -3.30322 3.88440 0.108
H -1.18605 -2.54348 2.40300 0.082
C 1.50354 1.15328 -3.70737 -0.005
O 1.67420 0.53589 -4.98376 0.033
C 1.46977 -0.76098 -5.08646 -0.624
O 1.02585 -1.47059 -4.19594 0.006
O 1.75782 -1.10833 -6.31779 0.030
C 1.68101 -2.46322 -6.74142 -0.019
H 1.64899 2.22667 -3.77214 0.101
H 2.23385 0.71901 -3.02932 0.082
H 0.47878 0.96681 -3.38949 0.080
H 0.65439 -2.77644 -6.91946 0.096
H 2.16762 -3.14355 -6.04238 0.099
H 2.24125 -2.56763 -7.66659 0.103
C -2.83535 1.27454 -1.68206 -0.049
O -3.14583 1.01118 -3.02348 0.080
C -2.48881 0.08710 -3.68918 -0.590
O -1.78349 -0.74847 -3.13333 0.000
O -2.77874 0.13649 -4.95037 0.065
C -2.11112 -0.71434 -5.87377 0.002
H -3.20806 2.28208 -1.48370 0.106
H -1.80023 1.17979 -1.35938 0.067
H -3.46894 0.74074 -0.95867 0.105
H -1.12859 -0.29045 -6.08990 0.100
H -2.73561 -0.75421 -6.75957 0.109
H -1.92871 -1.72573 -5.50981 0.097
C 4.00117 0.25659 -0.20695 0.074
N 3.76578 1.71452 0.09993 -0.431
O 4.38771 2.10440 1.05547 0.089
O 3.14592 2.39850 -0.67737 0.067
H 3.53991 -0.21804 0.65676 0.069
H 5.07774 0.15188 -0.13063 0.113
H 3.56281 -0.04223 -1.15063 0.082
C 2.60050 -1.03437 3.34504 0.027
N 3.83911 -0.27835 3.63728 -0.453
O 3.67532 0.72269 4.28580 0.088
O 4.85408 -0.68795 3.14249 0.090
H 1.83646 -0.30468 3.10285 0.059
H 2.40997 -1.68684 4.19407 0.116
H 2.78792 -1.64455 2.46586 0.075
C 0.22948 3.61964 -0.31512 0.016
N 0.09092 4.03752 -1.71764 -0.423
O -0.98044 3.87383 -2.27177 0.070
O 1.04046 4.54838 -2.26051 0.100
H -0.17466 4.35244 0.38225 0.101
H 1.28738 3.56630 -0.08597 0.062
H -0.22557 2.66085 -0.08067 0.063
C 1.78216 3.32389 2.63690 0.041
N 0.80801 4.11795 3.40669 -0.422
O -0.12617 4.54631 2.73144 0.026
O 0.92883 4.24326 4.60142 0.116
H 2.65206 3.94442 2.43579 0.122
H 1.14538 3.03327 1.81038 0.042
H 2.11048 2.44117 3.18331 0.084
C -0.89629 0.15415 4.65189 0.029
N -0.89457 0.33875 6.10654 -0.457
O 0.17912 0.39289 6.65675 0.082
O -1.95712 0.36220 6.68496 0.090
H -0.37207 -0.77022 4.42538 0.074
H -0.40442 1.00718 4.19478 0.088
H -1.92481 0.01648 4.32893 0.100
C -2.62786 2.43456 1.65372 0.038
N -4.10074 2.44647 1.78118 -0.424
O -4.63868 3.29717 2.44630 0.125
O -4.66772 1.60266 1.09896 0.054
H -2.05486 2.96128 2.40860 0.090
H -2.34838 2.66769 0.62844 0.073
H -2.33766 1.38114 1.69575 0.077
```

**Total charge**: +1
**HOMO level**: -13.1 eV
**E_LUMO**: -10.65 eV
**Orbital gap**: 2.45 eV
**M**: 759.52 g mol⁻¹
**2S+1**: 1



This record from OMol25 describes a cluster of 4 separate species, C15H36BO10P2 in total at a distorted geometry. The level of theory is ωB97M-V/def2-TZVPD.

The geometry in XYZ format:
```
64
Properties=species:S:1:pos:R:3:lowdin_charge:R:1
C 2.44454 1.87129 3.78503 -0.086
C 1.66679 3.27713 4.12945 -0.370
O 2.73574 4.23336 4.57190 -0.175
C 0.94860 3.97914 2.79885 -0.227
B -0.55001 3.35245 2.46725 -0.852
P -1.99319 4.45843 3.08805 0.707
P -3.72733 3.12198 3.45221 0.463
O -4.04727 2.43134 2.03369 -0.490
O -3.21065 1.90601 4.58668 -0.315
O -5.12093 4.01465 4.00552 -0.303
H 3.13624 1.63981 4.72782 0.079
H 3.14869 2.10540 2.85351 0.096
H 1.74586 0.94775 3.61528 0.066
H 0.91689 3.09872 5.01138 0.139
H 2.39645 5.17330 4.49896 0.079
H 0.79992 5.15011 2.94887 0.081
H 1.60472 3.79283 1.84625 0.093
H -0.71562 2.26491 2.89849 -0.004
H -0.66989 3.29714 1.27559 -0.003
H -1.71171 5.05119 4.37068 -0.126
H -3.25927 1.01794 4.08671 0.084
H -5.48694 3.52870 4.82339 0.073
O 0.77922 0.21310 1.78446 0.069
C 1.27999 -0.77817 1.26293 -0.489
O 2.61952 -0.87323 1.11870 -0.004
C 3.31583 -2.06308 0.69455 -0.223
C 3.35245 -2.15705 -0.81763 -0.067
C 0.41048 -1.86320 0.69188 0.014
H 2.89057 -2.95367 1.16462 0.113
H 4.33870 -1.97113 1.07314 0.119
H 2.34755 -2.23346 -1.24175 0.054
H 3.92878 -3.03071 -1.13440 0.080
H 3.80838 -1.25864 -1.24635 0.085
H 0.09162 -1.57506 -0.31070 0.073
H -0.46889 -1.97528 1.33441 0.095
H 0.88858 -2.84005 0.66052 0.065
O 0.75486 -0.32127 -2.31334 0.058
C -0.12352 0.52029 -2.47332 -0.488
O -1.14165 0.29298 -3.33119 -0.016
C -2.31262 1.12637 -3.45272 -0.222
C -2.05323 2.28848 -4.39031 -0.071
C -0.03619 1.85599 -1.78942 0.027
H -2.66908 1.44580 -2.46993 0.123
H -3.09775 0.49212 -3.87619 0.120
H -1.26114 2.94162 -4.01409 0.069
H -2.95994 2.88532 -4.52236 0.082
H -1.72397 1.92482 -5.36917 0.080
H 0.61138 2.51353 -2.37093 0.100
H 0.39645 1.70721 -0.79474 0.091
H -1.00081 2.33377 -1.63125 0.078
O 1.32637 -5.89745 -0.87368 0.070
C 0.55965 -5.54682 -1.76506 -0.511
O 1.01691 -4.84642 -2.82550 -0.009
C 0.24431 -4.55028 -4.00698 -0.226
C -0.59392 -3.30383 -3.80551 -0.062
C -0.91611 -5.80866 -1.65093 0.005
H -0.34931 -5.41562 -4.31321 0.109
H 0.96719 -4.37070 -4.80900 0.122
H -1.32112 -3.43242 -2.99916 0.072
H -1.13478 -3.05232 -4.72202 0.084
H 0.04065 -2.45650 -3.52593 0.066
H -1.37124 -5.02833 -1.03954 0.097
H -1.05818 -6.77958 -1.16533 0.092
H -1.42762 -5.87204 -2.60912 0.067
```

**Total charge**: -1
**HOMO level**: -4.1 eV
**E_LUMO**: 2.15 eV
**Orbital gap**: 6.24 eV
**M**: 449.20 g mol⁻¹
**2S+1**: 1
**Energy relative to the best compared isomer or geometry (same formula, charge and spin)**: 54.3 kcal/mol



This record from OMol25 describes a cluster of 9 separate species, C15H36Br12O3 in total at a distorted geometry. The level of theory is ωB97M-V/def2-TZVPD.

The geometry in XYZ format:
```
66
Properties=species:S:1:pos:R:3:lowdin_charge:R:1
C -3.82263 -1.41942 2.24409 -0.140
O -3.08436 -0.25350 2.51331 -0.138
H -4.50632 -1.66172 3.05769 0.084
H -4.43973 -1.32133 1.35097 0.083
H -3.06809 -2.19875 2.13724 0.051
H -3.12456 0.03409 3.42834 0.094
C -0.02715 4.26733 1.85516 -0.172
O 1.19206 4.19393 1.13847 -0.131
H -0.02230 3.56141 2.68566 0.074
H -0.12971 5.22203 2.37102 0.086
H -0.95664 4.05469 1.32703 0.067
H 1.70235 4.92654 1.49129 0.084
C -0.37183 0.74618 0.40590 -0.207
O -0.91482 -0.41832 0.78022 -0.121
H 0.31278 1.10967 1.17223 0.074
H 0.15393 0.52235 -0.52232 0.038
H -1.14731 1.49587 0.24874 0.045
H -1.66624 -0.25848 1.35591 0.035
Br 1.97249 -2.54237 3.23949 0.638
C 0.67572 -2.43840 4.76981 -0.600
C -0.67439 -2.80339 4.13306 -0.695
Br -2.05659 -2.76831 5.55619 0.591
H 0.79441 -1.41441 5.12398 0.052
H 0.99006 -3.16532 5.51874 0.056
H -0.69898 -3.79411 3.67922 0.021
H -0.94911 -2.10593 3.34175 0.026
Br 0.77292 1.16996 -3.26385 0.675
C 2.16763 -0.02527 -3.98681 -0.628
C 1.40453 -1.27101 -4.48697 -0.698
Br 2.66188 -2.74885 -4.68867 0.609
H 2.80441 -0.37292 -3.17333 0.012
H 2.74215 0.44357 -4.78570 0.067
H 0.84251 -1.08134 -5.40144 0.065
H 0.69108 -1.51070 -3.69853 0.019
Br 0.87473 -5.04794 -2.34346 0.526
C 1.55263 -4.24441 -0.63128 -0.618
C 0.43647 -3.29648 -0.01218 -0.625
Br -1.11528 -4.40466 0.67126 0.596
H 2.47562 -3.69956 -0.82957 -0.034
H 1.83937 -5.07162 0.01803 0.048
H 0.08254 -2.61543 -0.78612 0.012
H 0.82581 -2.62016 0.74881 -0.042
Br -2.11887 3.42654 -1.72451 0.590
C -0.27474 4.24289 -1.75851 -0.675
C -0.37887 5.66981 -1.38162 -0.647
Br 1.35972 6.61025 -1.78587 0.575
H 0.22017 3.97241 -2.69125 0.013
H 0.32649 3.66963 -1.05283 0.029
H -0.48167 5.69170 -0.29670 0.029
H -1.20889 6.17641 -1.87409 0.055
Br 3.51806 -1.39070 -0.16799 0.628
C 3.44255 0.32949 0.90025 -0.573
C 3.43197 1.48897 -0.11895 -0.640
Br 5.22250 1.64780 -1.00860 0.557
H 4.28367 0.34238 1.59340 0.058
H 2.54281 0.29012 1.51427 0.028
H 3.36549 2.44551 0.39942 0.039
H 2.69999 1.43285 -0.92466 0.006
Br -2.52489 -3.38035 -3.20006 0.553
C -2.35981 -1.88655 -1.83430 -0.636
C -3.45760 -0.86754 -2.17314 -0.585
Br -2.84588 0.23802 -3.77502 0.486
H -1.33194 -1.60937 -1.60031 0.027
H -2.67550 -2.27615 -0.86649 0.019
H -3.57193 -0.07568 -1.43287 0.042
H -4.37487 -1.36195 -2.49297 0.042
```

**Total charge**: 0
**HOMO level**: -9.6 eV
**E_LUMO**: -0.03 eV
**SMILES**: BrCCBr.BrCCBr.BrCCBr.BrCCBr.BrCCBr.BrCCBr.CO.CO.CO
**Orbital gap**: 9.54 eV
**M**: 1223.30 g mol⁻¹
**2S+1**: 1
**Energy relative to the best compared isomer or geometry (same formula, charge and spin)**: 3.4 kcal/mol



Q: The highest HOMO level belongs to which entry?
A: C15H36BO10P2